This record from OMol25 describes a 10-piece molecular cluster, C39H68O24S4 overall at a distorted geometry. The level of theory is the ωB97M-V functional and the def2-TZVPD basis.

Last column: Mulliken charge in e.
Element x y z (Å)
C  -4.3186  4.8698  3.0008  -1.524
C  -3.4067  5.7005  2.1157  0.562
C  -1.9606  5.2182  2.2042  -0.515
O  -1.5803  4.9076  0.9053  -0.070
C  -2.6443  4.9038  0.0958  0.653
O  -2.6775  4.4750  -1.0891  -0.567
O  -3.7547  5.2445  0.7909  -0.403
H  -4.1207  4.8446  4.0724  0.398
H  -4.4204  3.8188  2.7301  0.319
H  -5.3733  5.1328  2.9195  0.375
H  -3.5370  6.7732  2.2581  0.312
H  -1.7937  4.3375  2.8244  0.243
H  -1.3718  6.0720  2.5393  0.269
C  -0.7151  -5.9712  -0.8823  -1.343
C  -1.3891  -4.8524  -0.1043  0.654
C  -2.1841  -5.3587  1.0234  -0.337
O  -1.7616  -4.5453  2.1451  -0.328
C  -0.6245  -3.9151  1.8207  0.442
O  0.0951  -3.2810  2.5967  -0.585
O  -0.3025  -4.1317  0.5147  -0.037
H  -0.1476  -6.5978  -0.1942  0.379
H  0.0851  -5.6557  -1.5518  0.135
H  -1.5251  -6.5042  -1.3803  0.412
H  -2.0652  -4.2061  -0.6641  0.206
H  -2.0389  -6.4267  1.1861  0.243
H  -3.2639  -5.2132  0.9951  0.181
C  2.6464  -0.8782  3.4308  -1.097
C  2.6353  0.4603  4.2846  0.642
C  3.5528  0.4625  5.4712  -0.517
O  4.5811  1.2640  5.0232  -0.366
C  4.2319  2.0908  4.0759  0.620
O  4.8650  3.1117  3.7874  -0.606
O  3.0846  1.5706  3.5513  -0.180
H  1.9332  -0.6862  2.6292  -0.173
H  2.2289  -1.7479  3.9383  0.633
H  3.6381  -1.1295  3.0546  0.441
H  1.6271  0.5954  4.6763  0.097
H  3.8533  -0.5841  5.5223  0.311
H  3.1866  0.8207  6.4333  0.324
C  3.6706  0.3091  0.6050  -1.690
C  3.7139  0.2941  -0.9013  2.789
C  4.3506  1.4156  -1.6816  0.635
O  5.3084  0.7960  -2.5698  -0.378
C  5.3947  -0.4585  -2.2960  0.503
O  6.0894  -1.3089  -2.8730  -0.690
O  4.4697  -0.8076  -1.3500  -0.362
H  4.5105  0.7992  1.0975  0.486
H  3.6010  -0.7230  0.9487  0.253
H  2.7472  0.7967  0.9175  0.208
H  2.7212  -0.0023  -1.2400  -1.497
H  4.9319  2.0758  -1.0380  0.239
H  3.6463  1.9847  -2.2881  -0.579
C  -4.8023  -2.3932  -0.0909  -1.173
C  -5.7598  -2.9520  0.9840  1.182
C  -7.0776  -2.1686  1.1322  -0.334
O  -8.0667  -3.0767  0.9076  -0.324
C  -7.5492  -4.2766  0.6100  0.481
O  -8.2385  -5.2569  0.3094  -0.585
O  -6.1584  -4.2193  0.4950  -0.370
H  -4.6893  -1.3165  0.0357  0.394
H  -5.1688  -2.6664  -1.0804  0.522
H  -3.8560  -2.9056  0.0824  -0.309
H  -5.2217  -2.9164  1.9313  -0.223
H  -7.1290  -1.2586  0.5342  0.288
H  -7.2551  -1.7724  2.1320  0.258
O  0.9655  0.8980  -3.2252  -0.491
S  0.6667  1.4479  -4.5192  0.993
O  -0.1883  2.6345  -4.6638  -0.752
C  2.2482  1.7540  -5.5142  -0.681
C  2.4361  0.5095  -6.3778  -0.498
C  1.0656  0.0461  -6.8917  -0.646
C  0.1691  0.0280  -5.6282  -0.665
H  3.0117  1.9924  -4.7737  0.265
H  1.9735  2.6386  -6.0888  0.414
H  3.1103  0.7756  -7.1920  0.445
H  2.8646  -0.2836  -5.7650  0.123
H  1.2566  -0.9518  -7.2865  0.401
H  0.8421  0.8187  -7.6274  0.312
H  0.4014  -0.9198  -5.1425  0.129
H  -0.9178  -0.0539  -5.6226  0.494
O  2.7462  4.0690  -2.9270  -0.782
S  2.1910  4.2462  -1.5750  1.360
O  2.1226  3.0942  -0.6427  -0.562
C  3.0189  5.6332  -0.8203  -1.117
C  2.2479  6.8729  -1.2400  -0.699
C  0.8285  6.4594  -0.9395  -0.368
C  0.6402  5.1245  -1.6336  0.190
H  4.1013  5.5552  -0.9222  0.539
H  2.9660  5.5425  0.2647  0.354
H  2.4458  7.8659  -0.8364  0.403
H  2.4508  7.0055  -2.3027  0.295
H  0.0638  7.1788  -1.2326  0.403
H  0.5978  6.2870  0.1119  0.082
H  0.3843  5.1407  -2.6931  0.410
H  -0.0647  4.4324  -1.1731  -0.575
O  -5.6001  0.3456  3.0008  -0.615
S  -4.7130  0.0915  4.1408  1.134
O  -4.9045  0.6910  5.4102  -0.704
C  -4.4356  -1.7089  4.2748  -0.713
C  -3.1022  -1.9668  3.6188  0.285
C  -2.1910  -0.7454  3.7879  -0.490
C  -3.0109  0.5017  3.5579  -0.601
H  -5.4149  -2.1173  4.0257  0.456
H  -4.2235  -1.9500  5.3165  0.348
H  -2.4974  -2.8059  3.9627  0.554
H  -3.1807  -2.2147  2.5603  -0.563
H  -1.2521  -0.6749  3.2387  -0.048
H  -1.8125  -0.7586  4.8101  0.359
H  -3.0785  0.6515  2.4803  0.171
H  -2.5951  1.4473  3.9057  0.541
O  2.0757  -5.4355  -3.8373  -0.659
S  2.7174  -4.1503  -3.5823  0.977
O  2.6475  -3.0429  -4.5088  -0.552
C  2.0506  -3.4515  -1.9832  0.785
C  2.8677  -4.3059  -0.9185  -0.681
C  4.3796  -4.3040  -1.2859  -0.414
C  4.5083  -4.3237  -2.8456  -0.687
H  0.9634  -3.5121  -1.9351  0.374
H  2.3164  -2.4027  -1.8511  -1.052
H  2.6700  -4.0161  0.1136  0.449
H  2.5319  -5.3421  -0.8763  0.320
H  5.0116  -5.0855  -0.8642  0.466
H  4.7979  -3.3517  -0.9599  -0.044
H  4.9580  -5.0982  -3.4670  0.502
H  5.1475  -3.5105  -3.1894  0.311
C  0.3541  -0.6937  -0.5445  2.331
C  -0.8946  0.0625  -0.2004  -0.090
C  -0.8728  1.5784  -0.2304  -0.390
O  -1.9403  -0.5267  0.0563  -0.441
H  0.2669  -1.7383  -0.2457  -0.803
H  1.1452  -0.2828  0.0829  -0.780
H  0.6273  -0.4640  -1.5744  -0.207
H  -0.3589  1.8704  -1.1463  -0.177
H  -0.1931  1.9267  0.5475  0.287
H  -1.8613  1.9914  -0.0296  0.360

Properties
SMILES: C[C@H]1COC(=O)O1.C[C@H]1COC(=O)O1.C[C@H]1COC(=O)O1.C[C@H]1COC(=O)O1.C[C@H]1COC(=O)O1.O=S1(=O)CCCC1.O=S1(=O)CCCC1.O=S1(=O)CCCC1.O=S1(=O)CCCC1.CC(C)=O
Energy above the lowest of the compared OMol25 structures with the same formula, charge and spin: 0.0 kJ/mol
Total charge: 0

---

This record from OMol25 describes C39H69Cl40F3N3OS as an isolated structure at a distorted geometry. The level of theory is the ωB97M-V functional and the def2-TZVPD basis.

Last column: Mulliken charge in e.
Element x y z (Å)
C  5.6477  3.2710  1.5054  -1.031
C  4.8362  1.8580  1.1295  0.623
C  5.2539  1.1520  -0.2897  -0.817
C  3.8103  1.3152  2.1006  -0.801
C  2.7471  0.1823  1.4809  1.149
C  1.6332  -0.1371  2.6395  -0.545
C  0.1510  -0.5633  2.0856  2.270
C  0.0948  -1.0080  0.5091  -0.831
C  -0.8536  0.7259  2.4371  -0.872
C  -2.4405  0.4037  2.1795  -0.245
C  -3.2630  1.8056  1.7991  0.453
C  -3.2325  1.7295  0.1446  -0.454
C  -4.1640  2.8654  -0.5934  -0.571
S  -4.4540  2.2874  -2.3915  0.273
C  -5.6592  0.8250  -2.1459  0.010
N  -6.3016  0.4560  -0.8239  0.160
N  -7.1287  -0.6737  -0.8856  -0.592
C  -7.0112  -1.0833  -2.3503  -0.025
O  -6.1429  -0.1718  -3.1137  -0.176
N  -2.6097  3.1315  2.2398  0.860
C  -3.3986  4.1858  2.7173  0.009
C  -4.9642  3.6822  2.6183  -0.312
C  -4.7536  2.0328  2.4796  -0.411
C  -5.1001  1.3300  3.9198  0.777
F  -4.0234  1.4643  4.9416  -0.253
F  -6.3837  1.8537  4.4980  -0.284
F  -5.3575  -0.1273  3.6539  -0.216
H  5.5539  3.5652  2.6347  0.310
H  6.7779  3.0910  1.1694  0.279
H  5.2707  4.1706  0.8264  0.236
H  4.5473  0.2906  -0.6472  0.029
H  6.3482  0.7383  -0.2369  0.367
H  5.2134  2.0061  -1.1209  0.228
H  3.7392  1.7063  3.2165  0.185
H  3.3551  -0.8065  1.2808  0.176
H  2.3144  0.6804  0.5027  -0.749
H  1.9756  -0.9535  3.4333  -0.019
H  1.5136  0.8670  3.2726  0.318
H  -0.1773  -1.5238  2.7134  -1.003
H  -0.9327  -1.5167  0.1930  0.010
H  0.1423  -0.0027  -0.1325  -0.209
H  0.9639  -1.7200  0.1783  0.312
H  -0.4241  1.6249  1.8106  0.066
H  -0.7343  0.8902  3.6126  0.280
H  -2.8485  -0.1221  3.1423  0.097
H  -2.5103  -0.4053  1.3096  0.125
H  -2.1179  1.8658  -0.2281  -0.025
H  -3.6484  0.6685  -0.2084  0.503
H  -5.2563  2.9447  -0.1324  0.003
H  -3.7171  3.9593  -0.5550  0.459
H  -7.5638  -2.0401  -2.7888  0.322
H  -1.6023  3.4063  2.2465  -0.183
H  -3.0204  5.2282  3.0942  0.196
H  -5.3203  4.2276  1.6291  -0.188
H  -5.6937  4.0817  3.4428  0.464
H  -5.6218  1.6899  1.7739  0.151
C  -1.2327  -4.7956  0.4281  0.480
Cl  0.3179  -4.0228  0.7790  0.095
Cl  -1.8551  -4.2870  -1.1464  -0.185
H  -1.0970  -5.8800  0.4236  -0.316
H  -1.9523  -4.5171  1.2018  -0.089
C  1.2578  0.7299  -3.1612  -0.215
Cl  -0.1795  1.7031  -2.8263  -0.074
Cl  2.4037  0.8042  -1.8171  -0.075
H  0.9561  -0.3092  -3.3146  0.288
H  1.7427  1.1103  -4.0635  -0.058
C  -7.2473  2.3034  -5.0270  0.524
Cl  -7.5254  3.7789  -4.0939  -0.162
Cl  -5.8447  2.4771  -6.0888  -0.134
H  -7.0710  1.4742  -4.3374  -0.395
H  -8.1307  2.0956  -5.6357  0.148
C  0.4636  -8.5006  0.0817  -0.438
Cl  -1.0131  -8.1202  -0.8125  -0.151
Cl  0.6696  -7.4144  1.4611  -0.028
H  0.4047  -9.5296  0.4448  0.313
H  1.3216  -8.3937  -0.5865  0.292
C  -0.0425  5.8689  3.0768  -0.322
Cl  1.3061  7.0043  3.2073  -0.125
Cl  0.1151  4.8567  1.6361  -0.093
H  -0.0552  5.2283  3.9621  0.327
H  -0.9770  6.4319  3.0155  0.258
C  2.0036  -4.0574  4.6167  -0.096
Cl  0.8380  -2.7285  4.6334  -0.130
Cl  1.3599  -5.4574  3.7503  -0.047
H  2.9183  -3.7223  4.1215  -0.016
H  2.2267  -4.3480  5.6462  0.330
C  -2.4964  -4.2109  4.0691  0.260
Cl  -3.6620  -2.8820  4.0858  -0.107
Cl  -3.1401  -5.6109  3.2026  -0.160
H  -1.5817  -3.8757  3.5738  -0.358
H  -2.2733  -4.5015  5.0985  0.346
C  3.7636  -1.1899  -5.6664  -0.601
Cl  2.2869  -0.8095  -6.5605  -0.095
Cl  3.9696  -0.1037  -4.2869  -0.101
H  3.7047  -2.2189  -5.3032  0.501
H  4.6216  -1.0831  -6.3345  0.280
C  -7.2516  6.9298  0.6364  -0.397
Cl  -7.2720  8.3690  1.6626  -0.083
Cl  -5.6034  6.5240  0.1425  -0.105
H  -7.6731  6.0895  1.1936  0.284
H  -7.8535  7.1201  -0.2554  0.330
C  3.4124  -7.7391  6.7897  0.200
Cl  4.4453  -7.1245  5.4935  -0.147
Cl  1.7994  -7.0197  6.7131  -0.130
H  3.3234  -8.8237  6.6898  0.325
H  3.8661  -7.4934  7.7530  -0.227
C  3.8484  -4.7111  1.0191  0.034
Cl  3.8280  -3.2719  2.0453  -0.091
Cl  5.4966  -5.1169  0.5251  -0.178
H  3.4269  -5.5514  1.5762  0.116
H  3.2465  -4.5208  0.1272  0.156
C  6.0810  -5.9149  9.9810  -0.253
Cl  5.3881  -7.4849  9.5569  -0.165
Cl  6.6163  -5.0451  8.5380  -0.129
H  5.3231  -5.3186  10.4951  0.260
H  6.9380  -6.0707  10.6408  0.289
C  3.5926  2.7331  -7.5808  -0.279
Cl  5.0698  3.6892  -7.7502  -0.144
Cl  3.1485  2.5444  -5.8801  -0.063
H  2.7792  3.2388  -8.1069  0.346
H  3.7563  1.7449  -8.0175  0.167
C  7.7575  -8.9563  4.9971  0.253
Cl  9.1061  -7.8209  5.1276  -0.153
Cl  7.9151  -9.9684  3.5564  -0.158
H  7.7448  -9.5969  5.8823  0.251
H  6.8230  -8.3932  4.9357  -0.184
C  -8.0091  -0.6915  -7.3915  -0.315
Cl  -9.4464  0.2816  -7.0566  -0.164
Cl  -6.8632  -0.6173  -6.0474  -0.058
H  -8.3107  -1.7306  -7.5449  0.309
H  -7.5241  -0.3112  -8.2938  0.291
C  7.0555  -1.9651  -3.9919  0.227
Cl  6.8266  -2.1263  -5.7373  -0.141
Cl  8.6058  -1.2005  -3.6215  -0.153
H  6.2493  -1.3514  -3.5824  -0.276
H  7.0310  -2.9581  -3.5366  0.346
C  2.6753  -2.6179  -10.0708  -0.340
Cl  1.2380  -1.6447  -9.7359  -0.152
Cl  3.8211  -2.5436  -8.7267  -0.078
H  2.3736  -3.6570  -10.2242  0.295
H  3.1602  -2.2375  -10.9731  0.286
C  -7.5358  11.9777  2.3394  -0.198
Cl  -8.5133  13.2462  3.0880  -0.146
Cl  -6.7002  11.0132  3.5626  -0.165
H  -8.1882  11.3239  1.7553  0.212
H  -6.7943  12.4404  1.6835  0.295
C  -3.4740  6.4700  -2.9019  -0.047
Cl  -3.3386  4.7299  -2.6212  -0.019
Cl  -1.8906  7.2522  -2.8227  -0.159
H  -3.9048  6.6383  -3.8920  0.332
H  -4.1238  6.9041  -2.1382  -0.069
C  8.3225  3.1673  -6.0146  -0.343
Cl  9.8241  3.5633  -5.1701  -0.164
Cl  7.2412  2.2245  -4.9816  -0.032
H  7.8208  4.0946  -6.3022  0.237
H  8.5596  2.5839  -6.9075  0.304

Properties
Total charge: +1
Electronic energy: -20871.56108 a.u.